1.
Density functional theory data (ωB97M-V with the def2-TZVPD basis set) for a molecular structure, C21H38B3NO6P at a distorted geometry.

```
70
C21H38B3NO6P | the OMol25 dataset | ωB97M-V with the def2-TZVPD basis set
P -4.98 4.62 0.73
O -3.89 4.92 1.70
O 1.05 -2.38 0.86
O -4.60 3.59 -1.97
O -3.34 5.51 -1.49
O -2.43 3.77 -2.89
O -0.78 1.04 -1.62
N 1.06 -3.79 0.79
C -0.84 0.26 -0.42
C 0.65 3.81 -2.41
C 2.74 -3.82 -0.92
C 0.95 -5.55 2.56
C 2.28 -5.84 0.40
C 0.22 -4.44 1.79
C 1.72 3.09 -1.90
C 0.87 5.37 -0.59
C 2.63 5.07 1.20
C 3.50 -3.89 1.44
C 1.94 4.65 -0.06
C 2.36 3.51 -0.73
C -0.34 -3.48 2.83
C -0.44 1.16 0.74
C 1.77 -6.51 1.69
C -0.93 5.77 -2.31
C -1.84 0.86 -2.49
C 2.37 -4.31 0.47
C -0.97 -5.07 1.04
C 0.22 4.97 -1.75
C -3.17 1.45 -1.97
B -2.28 4.98 -2.23
B -4.27 4.59 -1.08
B -3.39 2.94 -2.32
H -1.67 -5.57 1.72
H 2.91 -2.74 -0.93
H 3.44 4.39 1.44
H -4.04 0.88 -2.32
H -2.00 -0.19 -2.78
H -6.05 5.54 0.76
H 2.62 -6.88 2.28
H 0.45 -3.01 3.41
H 3.59 -2.81 1.46
H 0.15 3.48 -3.31
H 0.52 6.25 -0.07
H -1.84 -0.15 -0.25
H 3.32 -4.23 2.46
H -0.73 5.97 -3.36
H 2.99 6.09 1.15
H -1.00 -4.03 3.52
H -0.93 -2.69 2.36
H 1.92 5.03 2.03
H 0.64 1.26 0.73
H 1.18 -7.39 1.43
H -1.58 1.39 -3.40
H 1.94 -4.05 -1.63
H 3.17 2.90 -0.35
H 3.66 -4.31 -1.28
H -0.79 0.78 1.69
H -5.53 3.35 1.01
H -0.84 2.16 0.54
H 0.23 -6.12 3.16
H 1.62 -5.09 3.29
H 2.04 2.20 -2.41
H -1.52 -4.29 0.51
H 3.26 -6.26 0.14
H 1.62 -6.11 -0.43
H -0.63 -5.80 0.30
H -1.05 6.71 -1.78
H 4.46 -4.31 1.12
H -0.15 -0.58 -0.45
H -3.22 1.38 -0.88
```

As for the LUMO energy: 1.86 eV. Its HOMO-LUMO gap is 3.3 eV. As for the net charge: -1. For the total energy, the calculation gives -47492.246 eV.

Atomic partial charges in e from the Löwdin method, atoms 1 to 5:
1. P 0.749
2. O -0.466
3. O -0.310
4. O 0.245
5. O 0.271

2.
Density functional theory data (ωB97M-V with the def2-TZVPD basis set) for a molecular structure, C21H38BClNO3 at a distorted geometry.

```
65
C21H38BClNO3 | the OMol25 dataset | ωB97M-V with the def2-TZVPD basis set
Cl -0.04 -1.22 1.44
O -3.94 1.54 2.12
O 2.68 2.67 1.81
O 0.93 -2.89 1.30
N 1.46 2.80 -0.99
C -2.12 -2.01 -0.04
C 3.85 2.04 1.17
C 0.67 -4.21 0.65
C 0.39 2.70 -2.08
C 5.13 1.56 2.10
C 5.28 1.14 -1.06
C -2.70 -1.26 -1.41
C 3.00 -1.78 0.29
C -5.29 1.30 1.58
C -1.82 1.54 -1.12
C 3.88 1.82 -0.45
C 2.72 2.17 -1.54
C -1.87 -3.64 -0.27
C 6.56 0.67 -0.15
C -0.32 -4.02 -0.64
C -3.50 2.93 1.93
C -0.47 1.27 -1.99
C 2.38 -2.70 1.54
C -4.55 0.86 -1.02
C -5.29 0.23 0.30
C 6.50 0.86 1.48
B -2.96 0.35 -1.20
H -2.60 3.20 2.67
H -2.54 -3.97 -1.19
H 3.13 -2.52 -0.62
H 0.85 2.79 -3.16
H 5.14 1.72 3.29
H -4.35 3.73 2.07
H 2.98 -3.71 1.68
H 2.53 -2.03 2.51
H 2.40 1.15 -2.06
H -4.84 -0.78 0.68
H -5.91 0.80 2.46
H 4.01 -1.26 0.59
H -4.55 2.04 -0.88
H 0.19 0.37 -1.63
H -3.08 3.06 0.85
H 1.12 2.19 -0.22
H -2.33 2.52 -1.56
H 0.12 -3.20 -1.37
H -0.79 1.04 -3.11
H 5.36 0.98 -2.24
H -1.54 1.68 0.01
H 3.23 2.82 -2.40
H 2.34 2.14 2.59
H 7.49 0.17 -0.69
H -5.20 0.64 -1.97
H -2.99 -1.94 0.77
H 0.22 -5.00 1.42
H -3.73 -1.82 -1.65
H 2.19 -0.94 0.05
H -0.39 3.56 -1.84
H 7.42 0.52 2.14
H -2.28 -4.26 0.66
H -5.87 2.29 1.30
H -2.00 -1.50 -2.34
H -1.14 -1.47 0.32
H -6.44 0.03 0.07
H -0.35 -5.07 -1.20
H 1.68 -4.69 0.23
```

As for the LUMO energy: 2.39 eV. Its HOMO-LUMO gap is 4.7 eV. As for the net charge: -1. For the energy above the lowest of the compared OMol25 structures with the same formula, charge and spin, the calculation gives 1326.6 kJ/mol. For the total energy, the calculation gives -43207.039 eV.

Atomic partial charges in e from the Löwdin method, atoms 1 to 5:
1. Cl 0.303
2. O -0.238
3. O -0.087
4. O -0.665
5. N -0.105

3.
Density functional theory data (ωB97M-V with the def2-TZVPD basis set) for 9 unconnected molecules or ions with the total composition C21H38Br16FN2O2PS2 at a distorted geometry.

```
83
C21H38Br16FN2O2PS2 | the OMol25 dataset | ωB97M-V with the def2-TZVPD basis set
Br 10.08 2.96 4.80
Br 2.81 0.85 -0.40
Br -6.85 -0.38 3.22
Br -7.59 3.22 -1.19
Br -0.31 0.17 1.43
Br 1.30 -3.67 -5.97
Br 9.51 -2.61 4.92
Br -10.08 1.13 0.57
Br -0.75 -5.06 -8.70
Br 8.04 1.60 2.04
Br 2.51 4.63 1.03
Br 11.14 -1.68 1.74
Br -5.92 -1.62 6.57
Br 4.32 2.44 3.39
Br -0.13 0.37 -4.50
Br 0.02 4.06 -4.18
S -2.83 -2.31 -2.01
S -2.25 2.02 -2.40
P -2.42 0.45 -1.24
F -2.12 -2.61 -3.46
O -3.86 -3.31 -1.84
O -1.81 -2.48 -1.00
N -4.99 -0.74 -0.32
N -3.42 -0.72 -2.11
C 2.52 -0.17 1.24
C -0.39 -4.62 -5.89
C -4.84 -0.65 -1.65
C 1.25 -0.96 1.16
C 4.96 3.36 1.79
C -7.37 -0.50 -0.82
C 9.11 -3.17 3.10
C -5.80 -0.47 -2.70
C -9.06 2.67 1.21
C 10.37 -3.38 2.30
C 8.40 1.99 4.86
C -5.40 0.18 4.40
C -4.79 -1.00 5.11
C 1.35 2.80 -4.85
C -0.44 -5.74 -6.90
C -6.28 -0.64 0.12
C -7.22 -0.41 -2.28
C 4.35 4.73 1.67
C 8.36 0.89 3.83
C -8.92 3.72 0.14
C 0.72 1.69 -5.65
H -1.28 -6.40 -6.70
H 0.48 -6.32 -6.94
H -8.06 -0.30 -2.98
H -5.81 0.92 5.08
H -4.67 0.65 3.75
H -2.95 0.84 0.02
H 1.91 2.44 -3.98
H -0.04 2.05 -6.34
H 7.60 2.72 4.73
H -1.12 -0.06 -1.04
H -8.56 4.65 0.57
H 4.33 5.28 2.61
H -1.18 -3.88 -6.03
H 8.57 -4.11 3.20
H 7.53 0.21 4.02
H 2.01 3.40 -5.47
H 6.04 3.43 1.92
H 11.15 -3.91 2.84
H 1.11 -1.47 0.21
H -4.62 -1.86 4.46
H 1.48 1.14 -6.20
H 3.39 -0.83 1.32
H 8.34 1.58 5.86
H 8.45 -2.42 2.67
H 4.75 2.71 0.94
H -3.84 -0.72 5.58
H 9.28 0.32 3.78
H -0.45 -5.02 -4.88
H 10.16 -3.91 1.37
H 2.54 0.54 2.06
H 1.21 -1.70 1.97
H -5.52 -0.38 -3.78
H -8.41 -0.46 -0.41
H -6.51 -0.68 1.23
H -8.10 2.28 1.56
H -9.62 3.05 2.06
H -9.85 3.91 -0.39
H 4.88 5.32 0.92
```

As for the LUMO energy: 0.07 eV. Its HOMO-LUMO gap is 8.1 eV. Its structure (SMILES) is O=S(=O)(F)N([PH2]=S)c1ccccn1.BrCCBr.BrCCBr.BrCCBr.BrCCBr.BrCCBr.BrCCBr.BrCCBr.BrCCBr. For the total energy, the calculation gives -1183823.760 eV.

Atomic partial charges in e from the Löwdin method, atoms 1 to 5:
1. Br 0.609
2. Br 0.621
3. Br 0.773
4. Br 0.635
5. Br 0.655

4.
Density functional theory data (ωB97M-V with the def2-TZVPD basis set) for 14 unconnected molecules or ions with the total composition C21H38Cl27N2O3P at a distorted geometry.

```
92
C21H38Cl27N2O3P | the OMol25 dataset | ωB97M-V with the def2-TZVPD basis set
Cl -6.80 -1.87 -3.27
Cl -9.40 -4.27 3.93
Cl -1.82 8.20 -1.74
Cl -3.44 1.10 1.25
Cl 1.02 -5.48 0.46
Cl -7.64 -5.80 2.17
Cl 5.46 4.11 2.50
Cl 6.94 1.32 -2.32
Cl -2.50 9.92 -3.99
Cl 2.02 9.82 -0.81
Cl -0.67 -3.83 2.17
Cl 0.93 -0.56 2.01
Cl 7.33 4.09 -1.49
Cl -4.07 -1.30 -4.11
Cl 1.63 9.74 2.08
Cl 6.02 -0.45 3.75
Cl -0.78 2.82 -0.79
Cl -1.33 -8.34 2.29
Cl -2.76 -0.62 3.50
Cl 1.61 -2.28 4.26
Cl 4.47 7.77 5.12
Cl 4.90 -2.19 1.69
Cl 1.23 -9.42 1.38
Cl -6.45 -2.75 -0.15
Cl -8.73 -3.70 -1.70
Cl 3.44 5.51 0.92
Cl 6.48 6.37 6.69
P -1.03 2.10 -2.81
O -2.61 1.29 -2.97
O -0.17 -0.39 -0.94
O -0.04 -3.44 -2.37
N 3.04 1.53 -0.88
N 2.64 2.15 -4.34
C 5.98 -2.09 3.09
C 1.49 1.56 -4.07
C -7.75 -4.85 3.66
C 6.19 2.91 -2.15
C 0.26 0.77 -3.25
C 2.06 0.76 -1.29
C -1.22 -1.33 -1.38
C -5.66 -0.61 -3.77
C -1.35 9.61 -2.69
C -7.99 -3.62 -0.10
C 0.17 -5.37 2.01
C -0.90 -3.72 -3.53
C 2.09 -0.87 3.31
C 0.09 -3.88 -4.85
C -0.08 -9.57 2.56
C 4.72 4.29 0.90
C -2.28 0.79 2.55
C 1.92 8.78 0.62
C 0.82 -0.11 -1.99
C 5.75 6.55 5.09
C -0.80 -2.93 -1.21
H 4.29 3.33 0.59
H 0.89 -5.47 2.82
H -0.25 0.05 -4.04
H 0.32 -9.44 3.56
H 2.13 0.01 3.97
H -2.53 0.87 -3.89
H 3.08 -1.05 2.88
H 1.34 -1.08 -2.43
H -1.75 -3.62 -1.00
H 5.33 2.83 -1.48
H -1.63 -1.12 -2.46
H -1.59 -4.68 -3.36
H 1.10 8.08 0.49
H -2.24 1.67 3.21
H -6.04 -0.12 -4.66
H -0.10 -3.04 -0.27
H 5.61 -2.78 3.87
H 0.27 -4.99 -5.17
H -1.30 0.61 2.11
H 5.32 5.60 4.79
H -2.14 -1.18 -0.64
H -1.31 10.49 -2.04
H -7.82 -4.63 0.27
H -7.45 -5.47 4.50
H -1.64 -2.84 -3.80
H 1.12 -3.32 -4.62
H -5.56 0.12 -2.96
H -0.56 -6.18 2.07
H 6.99 -2.39 2.79
H 6.52 6.86 4.38
H 2.86 8.24 0.73
H -7.08 -3.99 3.58
H -0.53 -10.56 2.46
H -8.67 -3.09 0.58
H -0.36 9.43 -3.13
H 5.85 3.26 -3.13
H 5.49 4.60 0.19
H -0.39 -3.26 -5.74
```

As for the LUMO energy: -0.42 eV. Its HOMO-LUMO gap is 9.1 eV. For the total energy, the calculation gives -378902.671 eV.

Atomic partial charges in e from the Löwdin method, atoms 1 to 5:
1. Cl 0.484
2. Cl 0.510
3. Cl 0.491
4. Cl 0.490
5. Cl 0.537